# C6H12Cl2

A structure of composition C6H12Cl2 in a non-equilibrium geometry (the ωB97M-V functional and the def2-TZVPD basis, the OMol25 dataset).

net charge: 0
LUMO energy: 0.66 eV
frontier orbital gap: 11.078 eV
max |F|: 5.1 eV/A
ΔE to the lowest compared entry with this formula, charge and spin: 405.7 kJ/mol
HOMO: -10.418 eV

Geometry (Å):
C  -1.9078  0.9288  -0.0919
C  -1.4302  -0.4128  -0.3512
C  -0.4535  -0.9897  0.7500
C  0.8469  -0.1099  1.1108
C  1.8833  -0.2525  0.0100
C  1.4742  0.6828  -1.1445
H  -1.8954  1.3994  -1.4186
H  -0.9119  1.4439  0.7359
H  -3.1549  1.0886  0.2753
H  -1.0913  -0.4530  -1.3915
H  -0.1671  -1.9803  0.5864
H  -1.0894  -1.1079  1.8040
H  1.3023  -0.5353  2.0676
H  0.3266  0.9805  1.1072
H  2.8482  0.0005  0.5080
H  2.2293  0.8351  -1.8383
H  0.4772  0.5026  -1.6603
H  1.3374  1.5532  -0.2976
Cl  -2.8196  -1.6693  -0.3750
Cl  2.1955  -1.9045  -0.3861

=====

# C6H12Cl6

A cluster of 3 separate species, C6H12Cl6 in total in a non-equilibrium geometry (the ωB97M-V functional and the def2-TZVPD basis, the OMol25 dataset).

net charge: 0
LUMO energy: 0.40 eV
frontier orbital gap: 10.803 eV
max |F|: 5.8 eV/A
ΔE to the lowest compared entry with this formula, charge and spin: 241.7 kJ/mol
SMILES: ClCCCl.ClCCCl.ClCCCl
HOMO: -10.408 eV

Geometry (Å):
Cl  -13.8212  14.7043  -30.1928
C  -12.1784  14.1486  -29.7376
C  -11.1589  14.8529  -30.4350
Cl  -11.1587  14.3628  -32.1981
H  -12.0570  13.0128  -29.8875
H  -11.9347  14.6569  -28.6799
H  -10.1957  14.5732  -30.0865
H  -11.2170  15.8870  -30.3951
Cl  -10.4295  8.0350  -28.8008
C  -11.8995  8.3935  -29.8399
C  -13.3048  8.3172  -29.0625
Cl  -13.3845  9.5581  -27.8120
H  -11.8989  7.5792  -30.7186
H  -11.7082  9.4005  -30.3174
H  -13.3736  7.3433  -28.6722
H  -14.0798  8.6530  -29.7245
Cl  -16.0212  10.8739  -33.5349
C  -14.9212  11.9379  -32.5636
C  -14.6156  11.2638  -31.3118
Cl  -15.9333  11.3902  -30.2298
H  -15.4435  12.9676  -32.3610
H  -13.9729  11.9649  -33.3739
H  -13.7408  11.6933  -30.5723
H  -14.1412  10.2442  -31.3457

=====

# C6H12ClN

A cluster of 2 separate species, C6H12ClN in total in a non-equilibrium geometry (the ωB97M-V functional and the def2-TZVPD basis, the OMol25 dataset).

net charge: 0
LUMO energy (spin up / spin down): 0.42 / 0.42 eV
frontier orbital gap (spin up / spin down): 9.092 / 9.091 eV
max |F|: 6.0 eV/A
ΔE to the lowest compared entry with this formula, charge and spin: 502.7 kJ/mol
HOMO (spin up / spin down): -8.671 / -8.669 eV

Geometry (Å):
C  0.1452  2.2427  1.4676
C  0.0862  0.9837  1.5258
C  0.0145  -2.2707  0.3538
C  1.2196  -0.4599  -0.9505
C  -1.3544  0.9812  -0.9299
C  -0.1532  -0.9884  -0.5110
N  -1.1252  -0.0680  0.0518
Cl  0.6946  -0.0986  2.5937
H  0.7158  2.7558  2.1234
H  -0.2644  2.8595  0.6896
H  -0.5701  -3.0481  -0.0804
H  1.0963  -2.4134  0.3465
H  -0.2602  -2.0084  1.3883
H  1.9839  -1.2065  -0.6324
H  1.4809  0.4245  -0.3442
H  1.3187  -0.1156  -1.9948
H  -0.5596  1.1576  -1.6455
H  -2.2642  0.6493  -1.5156
H  -1.4532  2.0025  -0.4531
H  -0.7510  -1.3793  -1.4832

=====

# C6H12ClN

The molecule C6H12ClN in a non-equilibrium geometry (the ωB97M-V functional and the def2-TZVPD basis, the OMol25 dataset).

net charge: 0
LUMO energy: 0.98 eV
frontier orbital gap: 10.144 eV
max |F|: 1.6 eV/A
ΔE to the lowest compared entry with this formula, charge and spin: 84.2 kJ/mol
SMILES: C[C@H]1[C@@H](C)N[C@@H]1CCl
HOMO: -9.164 eV

Geometry (Å):
C  2.2722  -0.3422  -0.4158
C  0.7611  -0.5527  -0.4826
C  -1.0028  -0.2776  0.6414
C  -2.2055  -0.9367  0.0055
C  -0.1996  0.6453  -0.3147
C  0.3579  1.8879  0.3621
H  2.8067  -1.3107  -0.4076
H  2.5274  0.1756  0.4812
H  2.6076  0.2313  -1.2820
H  0.5291  -1.1038  -1.3956
H  -0.0025  -2.1172  0.7148
H  -1.2832  0.1696  1.5813
H  -1.9768  -1.3585  -0.9712
H  -2.6164  -1.7612  0.6327
H  -0.7445  0.9257  -1.2299
H  0.8828  1.6356  1.2845
H  1.1108  2.4053  -0.2872
H  -0.4575  2.6053  0.5903
N  0.1749  -1.1540  0.7324
Cl  -3.5417  0.2327  -0.2396

=====

# C6H12ClN3O2S2

A cluster of 2 separate species, C6H12ClN3O2S2 in total in a non-equilibrium geometry (the ωB97M-V functional and the def2-TZVPD basis, the OMol25 dataset).

net charge: 0
LUMO energy (spin up / spin down): 0.63 / 0.63 eV
frontier orbital gap (spin up / spin down): 8.198 / 8.199 eV
max |F|: 4.7 eV/A
ΔE to the lowest compared entry with this formula, charge and spin: 0.0 kJ/mol
HOMO (spin up / spin down): -7.570 / -7.571 eV

Geometry (Å):
C  0.0660  0.9128  3.9583
C  -0.1458  -0.2831  3.3800
C  1.9710  0.2366  2.5560
C  1.9906  -2.2898  1.1706
C  -2.3795  1.2445  -0.7799
C  -0.6751  0.4520  -2.2909
N  1.0225  -0.7100  2.5742
N  0.8961  -1.8240  1.8871
N  -0.9898  1.2185  -1.0936
O  -0.3166  1.7199  1.2538
O  -0.9902  -0.5583  0.6813
S  1.5963  1.5673  3.5998
S  -0.0520  0.7315  0.2849
Cl  -1.4684  -1.3250  3.3826
H  -0.4538  1.5297  4.6736
H  2.9944  0.0392  2.3025
H  2.7552  -2.7526  1.7491
H  1.6497  -2.9933  0.4909
H  2.7480  -1.4212  0.8449
H  -2.8491  1.5049  -1.8893
H  -2.6851  0.2732  -0.3375
H  -2.7337  1.9025  -0.0378
H  -0.8891  1.0977  -3.1647
H  0.2770  0.0209  -2.2598
H  -1.2740  -0.5728  -2.2820
H  -0.5658  -1.3443  0.8814

=====

# C6H12ClNO3Si

A structure of composition C6H12ClNO3Si in a non-equilibrium geometry (the ωB97M-V functional and the def2-TZVPD basis, the OMol25 dataset).

net charge: 0
LUMO energy: 0.81 eV
frontier orbital gap: 9.420 eV
max |F|: 4.1 eV/A
HOMO: -8.608 eV

Geometry (Å):
Cl  -2.1600  -2.6172  -2.0625
O  -0.0928  -2.1805  0.2180
O  -2.0154  -0.1876  -0.2664
O  -0.0042  -0.5503  -2.0394
N  0.7088  0.5999  0.6264
C  -0.2175  -1.5519  1.4414
C  -1.6532  1.1729  -0.2079
C  1.0532  0.3748  -1.9240
C  0.8353  -0.5069  1.6576
C  -0.4678  1.4599  0.7836
C  1.6722  0.3313  -0.5397
Si  -0.9144  -1.3097  -0.9400
H  -0.3462  -2.2519  2.2711
H  -1.2286  -1.0828  1.4165
H  -1.3513  1.5262  -1.2808
H  -2.5355  1.7601  0.1261
H  0.7814  1.3658  -2.2384
H  1.8068  0.1477  -2.7399
H  1.8242  -0.9558  1.6280
H  0.7722  -0.1133  2.6395
H  -0.8693  1.5262  1.8111
H  -0.1931  2.4598  0.4637
H  2.4033  1.1398  -0.4745
H  2.1919  -0.5566  -0.3696

=====

The highest max |F| belongs to which entry?
number 3

=====

Number 1 is which compound?
C6H12Cl2